Version a
Computed, not measured: 2 unconnected molecules or ions with the total composition C6H12S, with wB97M-V/def2-TZVPD.

Bonds (Å) are listed after each position.
Geometry (Å):
1 C -0.65195 -2.61703 1.54190  C2 1.313, H8 1.020, H9 1.106
2 C -0.68773 -1.44129 0.95957  C1 1.313, C4 1.540, H10 1.150
3 C 0.94037 0.70350 -0.99255  C5 1.489, S7 1.644
4 C -0.60378 -0.10161 1.71374  C2 1.540, H11 1.140, H12 1.013, H13 1.098
5 C 2.37626 0.30871 -0.97115  C3 1.489, H14 1.073, H15 1.046, H16 1.108
6 C -1.29100 1.96464 -1.56731  S7 1.819, H17 1.088, H18 1.119, H19 1.051
7 S 0.41055 1.72631 -2.16565  C3 1.644, C6 1.819
8 H -0.76433 -2.82493 2.53455  C1 1.020
9 H -0.72174 -3.59543 1.03176  C1 1.106
10 H -0.63464 -1.42714 -0.18867  C2 1.150
11 H -0.77552 0.62975 0.85601  C4 1.140
12 H 0.36157 0.08537 1.95863  C4 1.013
13 H -1.20946 0.06941 2.61299  C4 1.098
14 H 2.53210 -0.21881 -0.04949  C5 1.073
15 H 2.96895 1.15959 -1.10780  C5 1.046
16 H 2.57022 -0.45757 -1.74808  C5 1.108
17 H -1.50689 1.11845 -0.91871  C6 1.088
18 H -1.98822 2.03348 -2.43942  C6 1.119
19 H -1.32475 2.88459 -1.06033  C6 1.051

Results
- E_HOMO (eV) = -7.9758
- frontier orbital gap (eV) = 8.311
- LUMO (eV) = 0.3
- total charge = 0

List of Mulliken charges in e, atom by atom: -0.826, 0.112, 0.218, -0.661, -1.272, -0.665, -0.058, 0.340, 0.241, 0.185, -0.015, 0.239, 0.383, 0.259, 0.420, 0.313, 0.167, 0.344, 0.274

---

Version b
Computed, not measured: a single C6H12S molecule, with wB97M-V/def2-TZVPD.

Bonds (Å) are listed after each position.
Geometry (Å):
1 C -0.72742 1.21718 1.10495  C3 1.568, S7 1.652, H8 1.058
2 C 1.10482 0.31174 -1.41346  C4 1.546, C6 1.517, H9 1.017, H17 1.113
3 C 0.83262 1.06618 1.13735  C1 1.568, C4 1.534, H10 1.201, H11 1.178
4 C 1.40650 0.10521 0.08847  C2 1.546, C3 1.534, H12 1.049, H13 1.137
5 C -1.61008 -1.63971 0.48121  S7 1.912, H14 1.040, H15 1.179, H16 1.192
6 C -0.38525 0.03250 -1.46903  C2 1.517, S7 2.108, H18 1.098, H19 1.136
7 S -1.68755 0.24592 0.17528  C1 1.652, C5 1.912, C6 2.108
8 H -1.17766 1.68300 1.94108  C1 1.058
9 H 1.38391 1.27790 -1.56213  C2 1.017
10 H 1.20838 2.19469 0.97238  C3 1.201
11 H 1.29823 0.67306 2.14521  C3 1.178
12 H 1.04425 -0.85102 0.32389  C4 1.049
13 H 2.46226 0.36016 0.42605  C4 1.137
14 H -0.70878 -1.92937 0.91153  C5 1.040
15 H -2.45656 -1.72345 1.29749  C5 1.179
16 H -1.85719 -2.27498 -0.49665  C5 1.192
17 H 1.58341 -0.47110 -2.04411  C2 1.113
18 H -0.76389 -0.94546 -1.79601  C6 1.098
19 H -0.95001 0.66754 -2.22351  C6 1.136

Results
- E_HOMO (eV) = -6.8396
- frontier orbital gap (eV) = 7.638
- LUMO (eV) = 0.8
- total charge = 0

List of Mulliken charges in e, atom by atom: -0.575, -0.366, -0.274, -0.774, -0.929, -0.846, -0.047, 0.440, 0.364, 0.248, 0.237, 0.335, 0.294, 0.351, 0.301, 0.261, 0.245, 0.359, 0.377

---

From most stable to least stable, the computed energies give version a, version b.